# 1
Computed, not measured: the ion C2H5O3PS2 with charge -2 at a distorted geometry, with ωB97M-V/def2-TZVPD.

Last columns: bonded neighbours and bond lengths (Å).
CARTESIAN COORDINATES (ANGSTROEM)
1 C 1.409 0.253 -0.896  C2 1.711, H9 1.158, H10 1.061, H11 1.061
2 C 0.413 -0.465 0.296  C1 1.711, P6 1.854, S7 1.928, S8 1.800
3 O -0.853 2.039 0.202  P6 1.517
4 O -1.856 0.101 1.522  P6 1.672, H13 0.982
5 O -1.824 0.085 -1.203  P6 1.542
6 P -1.123 0.551 0.088  C2 1.854, O3 1.517, O4 1.672, O5 1.542
7 S 0.092 -2.288 -0.244  C2 1.928, H12 1.279
8 S 1.101 -0.281 1.949  C2 1.800
9 H 2.407 0.525 -0.377  C1 1.158
10 H 0.825 1.125 -1.058  C1 1.061
11 H 1.648 -0.273 -1.786  C1 1.061
12 H -1.118 -1.940 -0.466  S7 1.279
13 H -1.120 0.568 1.973  O4 0.982

net charge	-2
energy above the lowest of the compared OMol25 structures with the same formula, charge and spin	36.78	kcal/mol
F_max	3.90	eV/Å
SMILES	C[C@]([S-])(S)[P@@](=O)([O-])O


# 2
Computed, not measured: the molecule C23H21N5O5S at a distorted geometry, with ωB97M-V/def2-TZVPD.

Last columns: bonded neighbours and bond lengths (Å).
CARTESIAN COORDINATES (ANGSTROEM)
1 C -7.074 -4.159 -1.107  C2 1.494, H53 1.089, H54 1.089, H55 1.086
2 C -6.239 -3.057 -0.539  C1 1.494, N3 1.328, C7 1.392
3 N -6.482 -1.830 -0.982  C2 1.328, C4 1.329
4 C -5.742 -0.851 -0.472  N3 1.329, N5 1.325, N13 1.364
5 N -4.770 -0.984 0.418  C4 1.325, C6 1.329
6 C -4.525 -2.208 0.873  N5 1.329, C7 1.390, C9 1.493
7 C -5.255 -3.298 0.415  C2 1.392, C6 1.390, H8 1.078
8 H -5.066 -4.295 0.779  C7 1.078
9 C -3.448 -2.337 1.898  C6 1.493, H10 1.087, H11 1.087, H12 1.089
10 H -3.039 -3.344 1.911  C9 1.087
11 H -2.663 -1.612 1.701  C9 1.087
12 H -3.864 -2.117 2.881  C9 1.089
13 N -5.961 0.418 -0.922  C4 1.364, H14 1.008, S15 1.701
14 H -6.751 0.543 -1.536  N13 1.008
15 S -5.543 1.720 0.090  N13 1.701, O16 1.430, O17 1.433, C18 1.777
16 O -6.096 1.524 1.393  S15 1.430
17 O -5.948 2.877 -0.652  S15 1.433
18 C -3.770 1.606 0.129  S15 1.777, C19 1.380, C23 1.381
19 C -3.116 1.341 1.314  C18 1.380, C20 1.382, H52 1.077
20 C -1.738 1.231 1.330  C19 1.382, C21 1.396, H51 1.077
21 C -1.019 1.392 0.145  C20 1.396, C22 1.398, N26 1.393
22 C -1.698 1.675 -1.044  C21 1.398, C23 1.381, H25 1.081
23 C -3.074 1.782 -1.051  C18 1.381, C22 1.381, H24 1.078
24 H -3.618 2.004 -1.955  C23 1.078
25 H -1.140 1.808 -1.961  C22 1.081
26 N 0.368 1.280 0.084  C21 1.393, C27 1.370, H50 1.011
27 C 1.254 0.988 1.088  N26 1.370, O28 1.211, C29 1.493
28 O 0.943 0.802 2.244  C27 1.211
29 C 2.674 0.935 0.631  C27 1.493, C30 1.392, C34 1.392
30 C 3.659 1.324 1.536  C29 1.392, C31 1.380, H49 1.079
31 C 4.994 1.280 1.189  C30 1.380, C32 1.390, H48 1.078
32 C 5.359 0.834 -0.076  C31 1.390, C33 1.390, N37 1.417
33 C 4.388 0.424 -0.981  C32 1.390, C34 1.382, H36 1.078
34 C 3.053 0.472 -0.626  C29 1.392, C33 1.382, H35 1.081
35 H 2.316 0.112 -1.330  C34 1.081
36 H 4.677 0.056 -1.952  C33 1.078
37 N 6.728 0.786 -0.439  C32 1.417, C38 1.389, C42 1.389
38 C 7.625 1.805 -0.147  N37 1.389, O39 1.200, C40 1.514
39 O 7.346 2.830 0.410  C38 1.200
40 C 8.982 1.391 -0.676  C38 1.514, C41 1.521, H46 1.090, H47 1.090
41 C 8.770 0.021 -1.302  C40 1.521, C42 1.514, H44 1.090, H45 1.090
42 C 7.299 -0.284 -1.116  N37 1.389, C41 1.514, O43 1.200
43 O 6.713 -1.269 -1.470  C42 1.200
44 H 9.354 -0.765 -0.823  C41 1.090
45 H 9.004 -0.006 -2.367  C41 1.090
46 H 9.326 2.141 -1.389  C40 1.090
47 H 9.693 1.380 0.150  C40 1.090
48 H 5.749 1.591 1.892  C31 1.078
49 H 3.356 1.657 2.517  C30 1.079
50 H 0.765 1.463 -0.828  N26 1.011
51 H -1.211 1.021 2.246  C20 1.077
52 H -3.703 1.211 2.208  C19 1.077
53 H -6.437 -4.924 -1.548  C1 1.089
54 H -7.662 -4.624 -0.317  C1 1.089
55 H -7.741 -3.759 -1.864  C1 1.086

energy above the lowest of the compared OMol25 structures with the same formula, charge and spin	2.75	kcal/mol
F_max	1.30	eV/Å
SMILES	Cc1cc(C)nc(NS(=O)(=O)c2ccc(NC(=O)c3ccc(N4C(=O)CCC4=O)cc3)cc2)n1


# 3
Computed, not measured: the molecule C7H7ClS at a distorted geometry, with ωB97M-V/def2-TZVPD.

Last columns: bonded neighbours and bond lengths (Å).
CARTESIAN COORDINATES (ANGSTROEM)
1 C -1.081 1.635 1.867  C2 1.481, C3 1.329, H10 1.096
2 C 0.005 2.514 1.375  C1 1.481, S8 1.669, H11 1.096
3 C -1.097 0.306 1.889  C1 1.329, C5 1.262
4 C 1.020 1.149 -0.830  C6 1.333, S8 1.734
5 C -1.286 -0.941 1.921  C3 1.262, H12 1.062, H13 1.072
6 C 1.716 0.047 -1.109  C4 1.333, C7 1.524, Cl9 1.647
7 C 1.628 -0.782 -2.384  C6 1.524, H14 1.089, H15 1.053, H16 1.087
8 S 1.271 2.449 0.289  C2 1.669, C4 1.734
9 Cl 2.699 -0.734 -0.042  C6 1.647
10 H -2.054 1.999 2.213  C1 1.096
11 H 0.034 3.498 1.858  C2 1.096
12 H -0.889 -1.510 2.725  C5 1.062
13 H -1.833 -1.419 1.132  C5 1.072
14 H 1.323 -1.827 -2.345  C7 1.089
15 H 1.092 -0.244 -3.114  C7 1.053
16 H 2.680 -0.787 -2.653  C7 1.087

energy above the lowest of the compared OMol25 structures with the same formula, charge and spin	106.13	kcal/mol
F_max	3.38	eV/Å


# 4
Computed, not measured: a cluster of 2 separate species, C27H40BrF5N2O8PS2Si in total at a distorted geometry, with ωB97M-V/def2-TZVPD.

Last columns: bonded neighbours and bond lengths (Å).
CARTESIAN COORDINATES (ANGSTROEM)
1 C 2.643 -0.327 4.216  C2 1.202, H40 1.086
2 C 1.517 -0.194 3.818  C1 1.202, C3 1.521
3 C 0.181 -0.154 3.093  C2 1.521, C4 1.569, N31 1.513, H41 1.114
4 C -0.662 -1.318 3.723  C3 1.569, S5 1.881, N12 1.436, H42 1.114
5 S -2.202 -0.621 4.547  C4 1.881, O6 1.445, O7 1.431, C8 1.883
6 O -2.885 0.337 3.709  S5 1.445
7 O -3.014 -1.655 5.112  S5 1.431
8 C -1.553 0.369 6.012  S5 1.883, F9 1.337, F10 1.340, F11 1.350
9 F -0.451 -0.166 6.547  C8 1.337
10 F -2.490 0.374 6.970  C8 1.340
11 F -1.379 1.664 5.671  C8 1.350
12 N -1.094 -2.439 2.937  C4 1.436, C13 1.471, H43 1.017
13 C -1.475 -1.947 1.604  N12 1.471, C14 1.574, H44 1.107, H45 1.111
14 C -0.169 -1.337 0.970  C13 1.574, C15 1.526, C17 1.590, N31 1.516
15 C -0.550 -1.264 -0.505  C14 1.526, C16 1.202
16 C -0.863 -1.102 -1.655  C15 1.202, H46 1.088
17 C 0.891 -2.522 0.961  C14 1.590, F18 1.360, F19 1.403, C20 1.574
18 F 1.626 -2.637 2.099  C17 1.360
19 F 0.252 -3.769 0.889  C17 1.403
20 C 1.768 -2.647 -0.340  C17 1.574, C21 1.588, H47 1.100, H48 1.109
21 C 3.076 -3.501 -0.050  C20 1.588, Si22 1.923, H49 1.107, H50 1.107
22 Si 3.483 -4.677 -1.515  C21 1.923, C23 1.898, C24 1.914, C25 1.896
23 C 4.416 -3.817 -2.927  Si22 1.898, H51 1.107, H52 1.113, H53 1.113
24 C 4.691 -5.969 -0.782  Si22 1.914, H54 1.111, H55 1.116, H56 1.106
25 C 1.964 -5.662 -2.078  Si22 1.896, C26 1.420, C30 1.433
26 C 1.483 -6.854 -1.474  C25 1.420, C27 1.417, H57 1.096
27 C 0.315 -7.441 -2.021  C26 1.417, C28 1.408, H58 1.100
28 C -0.388 -6.907 -3.119  C27 1.408, C29 1.416, H59 1.100
29 C 0.069 -5.705 -3.710  C28 1.416, C30 1.409, H60 1.098
30 C 1.239 -5.118 -3.188  C25 1.433, C29 1.409, H61 1.106
31 N 0.266 -0.023 1.588  C3 1.513, C14 1.516, C32 1.535, S36 1.807
32 C -0.777 1.022 1.171  N31 1.535, C33 1.567, H62 1.102, H63 1.108
33 C -0.632 2.484 1.717  C32 1.567, C34 1.579, Br35 1.986, H64 1.102
34 C -2.053 3.014 2.155  C33 1.579, H65 1.105, H66 1.111, H67 1.108
35 Br -0.020 3.774 0.338  C33 1.986
36 S 1.838 0.615 0.964  N31 1.807, C37 1.820, O38 1.447, O39 1.445
37 C 1.838 1.072 -0.797  S36 1.820, H68 1.102, H69 1.109, H70 1.110
38 O 2.277 1.802 1.668  S36 1.447
39 O 2.965 -0.274 1.127  S36 1.445
40 H 3.633 -0.150 4.625  C1 1.086
41 H -0.254 0.743 3.589  C3 1.114
42 H -0.118 -1.745 4.596  C4 1.114
43 H -1.801 -3.018 3.383  N12 1.017
44 H -1.909 -2.738 0.963  C13 1.107
45 H -2.313 -1.233 1.746  C13 1.111
46 H -0.924 -0.766 -2.688  C16 1.088
47 H 2.122 -1.681 -0.729  C20 1.100
48 H 1.229 -3.223 -1.119  C20 1.109
49 H 3.936 -2.810 0.038  C21 1.107
50 H 2.952 -4.173 0.821  C21 1.107
51 H 4.417 -2.711 -2.880  C23 1.107
52 H 5.468 -4.178 -2.910  C23 1.113
53 H 4.008 -4.184 -3.896  C23 1.113
54 H 5.550 -5.467 -0.287  C24 1.111
55 H 4.126 -6.458 0.046  C24 1.116
56 H 5.016 -6.718 -1.527  C24 1.106
57 H 2.006 -7.270 -0.605  C26 1.096
58 H -0.065 -8.372 -1.574  C27 1.100
59 H -1.279 -7.406 -3.527  C28 1.100
60 H -0.450 -5.236 -4.556  C29 1.098
61 H 1.582 -4.173 -3.649  C30 1.106
62 H -1.810 0.730 1.422  C32 1.102
63 H -0.782 1.214 0.079  C32 1.108
64 H 0.017 2.620 2.598  C33 1.102
65 H -2.262 2.752 3.208  C34 1.105
66 H -2.834 2.648 1.456  C34 1.111
67 H -2.045 4.122 2.110  C34 1.108
68 H 0.883 0.967 -1.337  C37 1.102
69 H 2.168 2.124 -0.914  C37 1.109
70 H 2.587 0.456 -1.336  C37 1.110
71 C -0.341 8.370 -3.368  O72 1.434, H79 1.088, H80 1.091, H81 1.092
72 O -1.741 8.175 -3.611  C71 1.434, P73 1.699
73 P -2.577 7.333 -2.395  O72 1.699, O74 1.514, O75 1.635, O77 1.685
74 O -2.175 5.975 -2.928  P73 1.514
75 O -4.010 7.815 -3.018  P73 1.635, C76 1.429
76 C -4.166 9.055 -3.712  O75 1.429, H82 1.090, H83 1.088, H84 1.089
77 O -3.342 6.724 -1.022  P73 1.685, C78 1.420
78 C -4.313 5.704 -1.207  O77 1.420, H85 1.091, H86 1.088, H87 1.091
79 H 0.085 8.899 -4.217  C71 1.088
80 H -0.194 8.966 -2.467  C71 1.091
81 H 0.162 7.406 -3.259  C71 1.092
82 H -3.941 8.912 -4.769  C76 1.090
83 H -3.530 9.836 -3.301  C76 1.088
84 H -5.205 9.371 -3.623  C76 1.089
85 H -3.821 4.750 -1.402  C78 1.091
86 H -5.005 5.940 -2.013  C78 1.088
87 H -4.879 5.621 -0.278  C78 1.091

net charge	+1
F_max	9.04	eV/Å
energy	-6264.19451	Eh


Number 3 is which compound?
C7H7ClS